Here is one molecule with the formula C4H8 from the Open Molecules 2025 dataset. Energies are from ωB97M-V/def2-TZVPD.

The geometry in XYZ format:
```
12
C4H8 (ωB97M-V/def2-TZVPD)
C -1.077 -0.297 1.049
C 0.889 -0.356 -0.799
C 0.316 0.955 -1.080
C 0.296 -0.451 0.537
H -1.771 -0.205 0.215
H -0.330 1.090 -1.948
H -1.153 0.615 1.659
H 0.651 -1.134 -1.520
H 0.506 1.864 -0.544
H -1.315 -1.128 1.725
H 1.957 -0.297 -0.615
H 1.031 -0.656 1.319
```

As for the LUMO energy (alpha / beta): 0.9 / 0.7 eV. The value obtained for the largest force on an atom is 0.0331 Eh/bohr. As for the energy above the lowest of the compared OMol25 structures with the same formula, charge and spin: 3.408 eV. As for the HOMO energy (alpha / beta): -7.641 / -7.310 eV. As for the HOMO-LUMO gap (alpha / beta): 0.3157 / 0.2946 Ha.

---

Here is C4H8 as an isolated structure from the Open Molecules 2025 dataset. Energies are from ωB97M-V/def2-TZVPD.

The geometry in XYZ format:
```
12
C4H8 (ωB97M-V/def2-TZVPD)
C -0.519 -0.062 -1.147
C -1.206 -0.672 0.615
C -1.733 -0.591 -0.690
C 1.836 0.680 0.381
H 1.298 0.842 -0.440
H -1.409 -0.029 1.445
H 2.900 1.040 0.477
H -2.578 -0.583 -1.291
H -0.958 -1.654 1.109
H -0.776 0.357 -2.082
H 1.760 -0.418 0.353
H 1.385 1.089 1.271
```

As for the LUMO energy: -0.4 eV. The value obtained for the largest force on an atom is 0.1508 Eh/bohr. As for the energy above the lowest of the compared OMol25 structures with the same formula, charge and spin: 6.174 eV. As for the HOMO energy: -9.226 eV. As for the HOMO-LUMO gap: 0.3256 Ha.

---

Here is C4H8As2Cl8F12NiO8P2Y2 as an isolated structure from the Open Molecules 2025 dataset. Energies are from ωB97M-V/def2-TZVPD.

The geometry in XYZ format:
```
47
C4H8As2Cl8F12NiO8P2Y2 (ωB97M-V/def2-TZVPD)
Y 0.662 3.739 0.328
Y 2.567 -1.139 -1.480
As -0.525 -0.017 0.719
As 4.347 2.229 -0.523
Ni -0.646 1.700 -2.528
Cl -1.717 -4.216 4.632
Cl -4.286 2.967 -0.449
Cl 0.460 -6.626 0.687
Cl 0.758 -3.754 0.321
Cl 1.118 -3.631 4.032
Cl -5.373 -1.233 1.815
Cl -3.735 -3.607 1.094
Cl -2.346 4.083 1.487
P 1.189 -0.376 -3.669
P 0.019 4.090 -2.312
F -1.031 0.373 -0.934
F 5.771 1.668 -1.341
F 3.608 0.582 -0.699
F 0.055 -0.383 2.295
F -1.997 0.698 1.290
F 5.095 1.803 0.981
F 4.986 3.845 -0.432
F 0.372 1.539 0.789
F 1.049 -0.668 0.104
F -1.243 -1.591 0.564
F 2.844 2.730 0.320
F 3.627 2.580 -2.040
O 1.153 0.348 -2.224
O -1.035 3.372 -1.385
O 0.843 2.881 -1.666
O 1.046 -1.754 -2.891
O 0.406 3.273 -3.594
O 0.853 5.053 -1.381
O 2.622 0.229 -3.386
O 0.171 0.710 -4.036
C -0.602 -3.305 3.611
C -3.906 3.236 1.231
C -4.391 -2.021 0.586
C 1.579 -5.337 0.244
H 1.849 -5.432 -0.802
H -0.769 -2.242 3.751
H -0.733 -3.492 2.552
H -3.865 2.287 1.757
H -5.002 -2.215 -0.289
H -3.560 -1.390 0.296
H -4.726 3.794 1.674
H 2.442 -5.380 0.898
```

As for the LUMO energy (alpha / beta): -1.8 / -1.8 eV. The value obtained for the largest force on an atom is 0.1760 Eh/bohr. As for the HOMO energy (alpha / beta): -6.456 / -6.528 eV. As for the HOMO-LUMO gap (alpha / beta): 0.1709 / 0.1739 Ha. As for the spin multiplicity: 3.

---

Here is a 2-piece molecular cluster, C4H8B3Cl4IO4 overall from the Open Molecules 2025 dataset. Energies are from ωB97M-V/def2-TZVPD.

The geometry in XYZ format:
```
24
C4H8B3Cl4IO4 (ωB97M-V/def2-TZVPD)
I -1.759 0.491 3.692
Cl -3.619 -0.648 -1.104
Cl -5.562 -2.554 -2.056
Cl -2.773 -2.873 -2.719
Cl -4.303 -0.733 -3.902
O -0.408 -0.594 -0.814
O 1.700 2.207 0.426
O -0.988 1.023 0.790
O -1.278 -1.291 1.265
C 2.293 1.352 1.389
C 1.109 1.511 -0.659
C 3.464 0.514 0.863
C -4.068 -1.700 -2.446
B -0.134 0.639 -0.240
B -0.525 -1.582 0.137
B -1.302 0.021 1.671
H 4.343 0.665 1.487
H 3.254 -0.555 0.858
H 0.061 -2.611 0.053
H 2.631 2.015 2.183
H 0.775 2.275 -1.368
H 3.738 0.825 -0.144
H 1.830 0.893 -1.205
H 1.522 0.709 1.842
```

As for the LUMO energy: 0.2 eV. The value obtained for the largest force on an atom is 0.0241 Eh/bohr. As for the HOMO energy: -9.846 eV. As for the HOMO-LUMO gap: 0.3692 Ha.

---

Which of these has the lowest largest force on an atom? C4H8B3Cl4IO4

---

What is the formula in the fourth record? C4H8B3Cl4IO4

---

The lowest largest force on an atom belongs to which entry? C4H8B3Cl4IO4